Density functional theory data (ωB97M-V/def2-TZVPD) for a 12-piece molecular cluster, C63H146F18N12O29S6 overall in a non-equilibrium geometry.

Each line ends with the Löwdin charge.
Atoms and positions in Å:
1 C 1.18 -2.29 -1.01  -0.030
2 C 1.39 -0.78 -0.96  -0.408
3 C 0.55 -0.07 -2.06  -0.097
4 C -0.98 0.24 -1.63  -0.122
5 C -1.08 0.89 -0.23  -0.119
6 C -0.25 0.15 0.91  -0.374
7 N 1.15 -0.17 0.41  0.049
8 O 2.10 -0.42 1.51  -0.126
9 C -0.89 -1.15 1.38  -0.018
10 C -0.31 1.28 2.11  0.006
11 C 2.91 -0.61 -1.39  -0.012
12 H 1.30 -2.80 -0.05  0.080
13 H 1.84 -2.72 -1.77  0.081
14 H 0.18 -2.54 -1.36  0.073
15 H 0.55 -0.63 -3.00  0.111
16 H 0.97 0.88 -2.38  0.089
17 H -1.44 -0.75 -1.65  0.088
18 H -1.45 0.96 -2.30  0.084
19 H -2.12 0.98 0.07  0.103
20 H -0.74 1.92 -0.35  0.112
21 H -1.33 -1.13 2.37  0.082
22 H -0.25 -2.02 1.27  0.053
23 H -1.74 -1.53 0.81  0.092
24 H -1.29 1.60 2.46  0.075
25 H 0.27 2.17 1.86  0.068
26 H 0.13 0.90 3.03  0.044
27 H 3.57 -1.06 -0.65  0.057
28 H 3.25 0.42 -1.28  0.059
29 H 3.17 -0.97 -2.39  0.095
30 C -2.42 3.65 -7.76  -0.083
31 O -1.23 3.21 -7.15  -0.188
32 C -1.28 2.77 -5.80  -0.201
33 C 0.16 2.44 -5.39  -0.071
34 N 0.71 1.33 -6.26  0.095
35 H -0.09 0.72 -6.27  0.164
36 H 0.75 1.60 -7.23  0.178
37 C 1.95 0.58 -5.69  -0.028
38 C 3.17 1.48 -5.62  -0.171
39 O 2.94 2.61 -4.73  -0.260
40 C 4.07 3.46 -4.59  -0.072
41 H -2.89 4.46 -7.21  0.088
42 H -3.18 2.89 -7.89  0.093
43 H -2.11 3.94 -8.77  0.107
44 H -2.11 2.12 -5.51  0.123
45 H -1.54 3.69 -5.28  0.123
46 H 0.14 2.03 -4.38  0.119
47 H 0.85 3.28 -5.53  0.138
48 H 2.07 -0.20 -6.44  0.139
49 H 1.74 0.17 -4.70  0.109
50 H 3.42 1.88 -6.61  0.140
51 H 4.02 0.97 -5.15  0.105
52 H 4.42 3.63 -5.61  0.106
53 H 4.81 3.03 -3.92  0.082
54 H 3.70 4.40 -4.20  0.094
55 C 1.28 -5.35 -2.75  -0.097
56 O 0.70 -6.57 -3.13  -0.152
57 C -0.66 -6.70 -2.99  -0.245
58 C -1.07 -8.14 -3.18  -0.052
59 N -0.57 -9.07 -2.05  0.086
60 H 0.39 -8.79 -1.96  0.140
61 H -0.86 -8.92 -1.09  0.176
62 C -0.74 -10.59 -2.35  -0.038
63 C 0.55 -11.04 -3.00  -0.248
64 O 1.65 -10.52 -2.35  -0.164
65 C 2.73 -10.60 -3.21  -0.102
66 H 2.36 -5.36 -2.86  0.095
67 H 1.02 -4.99 -1.75  0.076
68 H 0.98 -4.56 -3.44  0.090
69 H -1.14 -6.19 -3.83  0.136
70 H -1.13 -6.31 -2.08  0.131
71 H -0.79 -8.47 -4.17  0.150
72 H -2.15 -8.27 -3.11  0.144
73 H -1.65 -10.79 -2.93  0.145
74 H -0.89 -11.07 -1.39  0.137
75 H 0.52 -10.75 -4.05  0.125
76 H 0.55 -12.12 -3.12  0.151
77 H 2.56 -10.25 -4.23  0.104
78 H 3.04 -11.65 -3.21  0.106
79 H 3.59 -10.15 -2.73  0.099
80 C -5.31 2.33 0.63  -0.060
81 O -5.10 3.49 1.45  -0.186
82 C -6.21 4.23 1.87  -0.217
83 C -5.84 5.50 2.63  -0.035
84 N -5.29 6.57 1.69  0.077
85 H -5.95 6.85 0.98  0.159
86 H -5.11 7.42 2.21  0.155
87 C -3.94 6.29 0.92  -0.034
88 C -2.86 6.44 2.00  -0.182
89 O -3.12 7.62 2.74  -0.172
90 C -2.30 8.64 2.39  -0.120
91 H -4.55 1.56 0.52  0.085
92 H -5.67 2.38 -0.40  0.068
93 H -5.91 1.68 1.27  0.076
94 H -6.82 3.56 2.48  0.121
95 H -6.87 4.50 1.05  0.104
96 H -5.06 5.20 3.33  0.146
97 H -6.73 5.99 3.01  0.149
98 H -4.01 6.98 0.08  0.133
99 H -3.96 5.29 0.50  0.111
100 H -1.87 6.43 1.54  0.145
101 H -2.76 5.60 2.68  0.118
102 H -2.67 9.44 3.04  0.112
103 H -2.33 9.10 1.40  0.101
104 H -1.27 8.48 2.72  0.089
105 C 5.33 -3.92 0.08  -0.133
106 O 6.70 -3.65 0.02  -0.173
107 C 7.12 -3.12 -1.29  -0.173
108 C 7.35 -4.17 -2.29  -0.045
109 N 8.79 -4.71 -1.93  0.095
110 H 9.41 -4.04 -1.50  0.165
111 H 8.59 -5.48 -1.31  0.153
112 C 9.64 -5.51 -3.00  -0.046
113 C 10.09 -4.64 -4.21  -0.227
114 O 10.54 -3.36 -3.87  -0.149
115 C 10.93 -2.69 -5.01  -0.114
116 H 5.11 -4.46 1.00  0.086
117 H 4.95 -4.60 -0.68  0.085
118 H 4.73 -3.01 0.11  0.076
119 H 7.94 -2.40 -1.26  0.143
120 H 6.24 -2.64 -1.71  0.114
121 H 7.58 -3.72 -3.26  0.121
122 H 6.71 -5.05 -2.36  0.144
123 H 9.12 -6.40 -3.37  0.133
124 H 10.56 -5.91 -2.57  0.131
125 H 9.21 -4.69 -4.84  0.128
126 H 10.88 -5.27 -4.63  0.138
127 H 11.46 -1.76 -4.81  0.108
128 H 10.08 -2.35 -5.60  0.077
129 H 11.51 -3.26 -5.75  0.101
130 C -0.13 -4.41 3.71  -0.044
131 O 0.74 -3.49 4.42  -0.146
132 C 1.80 -3.31 3.58  -0.278
133 C 2.59 -2.29 4.35  -0.058
134 N 1.82 -0.95 4.32  0.098
135 H 1.88 -0.62 3.36  0.077
136 H 0.89 -1.35 4.37  0.145
137 C 2.08 0.23 5.28  -0.048
138 C 2.44 -0.22 6.70  -0.236
139 O 1.47 -0.83 7.45  -0.142
140 C 0.47 -0.07 8.07  -0.066
141 H 0.37 -5.34 3.42  0.098
142 H -0.46 -3.94 2.79  0.074
143 H -1.02 -4.68 4.27  0.102
144 H 1.56 -2.87 2.61  0.106
145 H 2.40 -4.20 3.39  0.145
146 H 3.59 -2.09 3.95  0.105
147 H 2.77 -2.68 5.35  0.144
148 H 1.09 0.67 5.39  0.096
149 H 2.79 0.93 4.84  0.129
150 H 2.80 0.71 7.14  0.132
151 H 3.38 -0.77 6.69  0.132
152 H 0.05 0.63 7.35  0.058
153 H 0.81 0.55 8.90  0.111
154 H -0.39 -0.70 8.32  0.101
155 C -3.94 1.98 -2.87  -0.058
156 O -5.18 2.72 -2.86  -0.240
157 C -5.32 3.87 -3.75  -0.137
158 C -6.65 4.68 -3.63  -0.005
159 N -7.21 4.46 -2.20  0.069
160 H -6.82 3.68 -1.68  0.108
161 H -7.06 5.24 -1.59  0.161
162 C -8.69 4.16 -2.15  -0.083
163 C -9.03 3.47 -0.87  -0.146
164 O -8.06 2.40 -0.76  -0.243
165 C -8.39 1.28 -0.03  -0.100
166 H -3.87 1.29 -3.72  0.091
167 H -3.99 1.50 -1.89  0.070
168 H -3.07 2.64 -2.81  0.079
169 H -5.17 3.52 -4.77  0.132
170 H -4.47 4.45 -3.39  0.117
171 H -7.43 4.27 -4.27  0.128
172 H -6.54 5.74 -3.86  0.141
173 H -8.84 3.51 -3.02  0.147
174 H -9.24 5.09 -2.23  0.154
175 H -10.00 3.00 -0.97  0.152
176 H -8.96 4.16 -0.03  0.125
177 H -7.52 0.63 0.07  0.079
178 H -9.23 0.73 -0.45  0.113
179 H -8.63 1.65 0.97  0.094
180 C -8.27 -0.74 10.80  -0.039
181 O -8.01 -0.19 9.51  -0.146
182 C -7.76 -1.10 8.59  -0.312
183 C -7.60 -0.55 7.18  -0.024
184 N -6.70 0.76 7.17  0.088
185 H -6.71 1.36 7.98  0.172
186 H -5.81 0.28 7.26  0.161
187 C -6.83 1.61 5.93  -0.064
188 C -6.23 0.97 4.61  -0.146
189 O -4.88 0.49 4.80  -0.178
190 C -3.98 0.63 3.77  -0.122
191 H -8.43 0.02 11.57  0.101
192 H -7.30 -1.05 11.22  0.100
193 H -9.09 -1.44 10.90  0.111
194 H -8.55 -1.85 8.52  0.146
195 H -6.87 -1.72 8.76  0.136
196 H -8.55 -0.24 6.76  0.131
197 H -7.17 -1.21 6.42  0.137
198 H -6.37 2.58 6.14  0.135
199 H -7.88 1.76 5.71  0.134
200 H -6.30 1.76 3.86  0.099
201 H -6.87 0.16 4.26  0.127
202 H -2.97 0.34 4.09  0.086
203 H -3.83 1.63 3.37  0.083
204 H -4.31 -0.03 2.96  0.097
205 C 6.13 -2.29 3.00  -0.067
206 O 5.50 -1.20 2.31  -0.251
207 C 6.37 -0.13 1.96  -0.162
208 C 5.54 1.01 1.24  -0.006
209 N 4.41 1.58 2.16  0.090
210 H 3.65 0.93 2.04  0.105
211 H 4.67 1.48 3.13  0.157
212 C 4.11 3.03 1.99  -0.089
213 C 3.18 3.28 0.84  -0.183
214 O 3.69 2.85 -0.43  -0.204
215 C 2.95 3.21 -1.65  -0.049
216 H 5.42 -3.10 2.85  0.076
217 H 6.00 -2.01 4.05  0.087
218 H 7.19 -2.40 2.78  0.108
219 H 7.15 -0.53 1.31  0.130
220 H 6.87 0.10 2.90  0.130
221 H 4.99 0.55 0.42  0.108
222 H 6.16 1.80 0.81  0.130
223 H 5.07 3.51 1.78  0.145
224 H 3.72 3.49 2.90  0.139
225 H 2.90 4.34 0.79  0.151
226 H 2.39 2.58 1.12  0.101
227 H 3.25 2.49 -2.41  0.061
228 H 3.44 4.15 -1.91  0.089
229 H 1.89 3.47 -1.57  0.093
230 C 7.48 -0.82 -7.65  -0.622
231 F 7.42 -1.90 -8.43  0.151
232 F 8.70 -0.49 -7.26  0.157
233 F 7.04 0.18 -8.44  0.127
234 S 6.29 -0.96 -6.07  0.784
235 O 4.96 -0.70 -6.64  -0.344
236 O 6.51 -2.28 -5.44  -0.347
237 N 6.90 0.53 -5.17  -0.278
238 S 7.19 -0.02 -3.81  0.443
239 O 6.02 -0.42 -3.12  -0.342
240 O 8.19 -1.06 -3.85  -0.334
241 C 7.89 1.64 -2.86  -0.590
242 F 9.22 1.75 -2.86  0.155
243 F 7.27 2.75 -3.23  0.124
244 F 7.49 1.57 -1.58  0.081
245 C -7.30 -1.63 -2.36  -0.654
246 F -7.00 -1.51 -1.03  0.063
247 F -8.62 -1.79 -2.46  0.146
248 F -6.96 -0.55 -2.89  0.185
249 S -6.20 -3.19 -3.00  0.731
250 O -5.53 -3.68 -1.80  -0.362
251 O -7.08 -4.27 -3.52  -0.315
252 N -5.04 -2.60 -4.22  -0.257
253 S -3.89 -2.10 -3.23  0.456
254 O -3.14 -1.37 -4.17  -0.341
255 O -4.26 -1.31 -2.14  -0.321
256 C -2.84 -3.66 -2.62  -0.687
257 F -2.82 -3.58 -1.31  0.128
258 F -3.41 -4.83 -3.05  0.107
259 F -1.65 -3.53 -3.01  0.171
260 C 2.29 8.41 5.59  -0.760
261 F 3.34 7.75 5.73  0.224
262 F 1.98 8.99 6.69  0.207
263 F 2.44 9.36 4.65  0.140
264 S 0.80 7.32 5.00  0.688
265 O -0.40 8.02 5.39  -0.288
266 O 1.00 7.27 3.56  -0.328
267 N 1.11 5.84 5.90  -0.277
268 S 0.37 4.88 5.02  0.511
269 O -1.01 5.33 4.61  -0.366
270 O 1.14 4.48 3.85  -0.357
271 C 0.11 3.38 6.23  -0.600
272 F -0.66 3.66 7.27  0.169
273 F -0.50 2.43 5.46  0.045
274 F 1.31 2.89 6.67  0.098

Values from the calculation:
DFT total energy   -9511.1920 hartree
HOMO-LUMO gap (spin up / spin down)   6.9 / 6.0 eV
HOMO energy (spin up / spin down)   -15.8995 / -15.8995 eV
Spin multiplicity   2
Charge   +5
⟨S²⟩   0.7556